DFT (ωB97M-V/def2-TZVPD) results for 48 unconnected molecules or ions with the total composition C2H102NO47 in a non-equilibrium geometry.

XYZ file:
```
152
Properties=species:S:1:pos:R:3:forces:R:3
C -3.297 -0.619 -0.020 -0.94 -0.37 0.35
C -2.651 -0.192 1.425 -2.10 0.53 -0.39
N -1.230 -0.704 1.497 0.73 0.79 0.56
H -3.674 0.350 -0.573 0.52 -2.18 1.18
H -4.174 -1.387 0.214 1.68 1.89 -0.77
H -2.567 -1.170 -0.751 -1.01 1.19 1.59
H -3.221 -0.634 2.363 1.09 0.87 -2.21
H -2.710 0.993 1.558 0.59 -2.75 -0.26
H -0.604 0.148 1.588 -0.24 -1.41 0.17
H -1.159 -1.359 2.308 0.40 0.87 -0.71
H -0.898 -1.218 0.651 -0.47 0.34 0.21
O -0.324 -1.293 -1.707 0.02 0.11 0.07
H 0.242 -0.596 -2.071 0.00 -0.21 0.10
H -0.347 -1.965 -2.405 -0.10 -0.14 -0.14
O 1.428 1.036 1.441 -1.10 -0.13 0.63
H 2.189 1.556 1.142 0.08 -0.28 0.01
H 1.788 0.479 2.147 0.27 0.17 -0.28
O -2.447 2.738 -1.050 -0.12 -0.51 0.14
H -2.263 2.214 -0.256 0.03 0.39 -0.32
H -3.374 2.539 -1.251 -0.10 0.18 -0.07
O 3.976 0.485 1.033 -0.48 0.03 0.06
H 3.735 -0.272 0.479 0.25 0.23 -0.19
H 4.087 0.103 1.917 0.34 -0.09 -0.24
O 1.051 -3.856 -0.428 0.56 0.06 0.25
H 0.622 -3.830 0.440 0.10 0.02 -0.48
H 0.597 -3.165 -0.934 0.09 -0.14 0.13
O -0.540 1.697 3.658 0.12 -0.07 -0.23
H 0.110 1.566 2.952 0.28 0.33 0.02
H -0.604 2.660 3.742 -0.26 -0.06 0.00
O 4.048 -0.060 -1.842 0.18 0.31 -0.12
H 4.699 -0.191 -2.547 -0.13 -0.03 0.20
H 3.985 0.903 -1.757 -0.12 -0.27 -0.06
O -1.451 -3.866 0.340 -0.30 0.30 -0.03
H -2.282 -3.418 0.122 -0.01 -0.47 0.26
H -1.481 -4.682 -0.182 0.11 0.23 -0.01
O 2.436 -2.956 -3.272 0.26 -0.25 0.40
H 2.310 -3.677 -2.636 -0.06 0.09 -0.18
H 3.383 -2.759 -3.216 -0.33 0.04 -0.10
O -4.073 -4.287 1.235 -0.69 0.08 -0.32
H -4.393 -4.141 2.138 0.30 -0.22 -0.27
H -4.135 -5.246 1.117 0.10 0.23 0.15
O 1.156 -6.267 1.955 0.00 0.51 -0.30
H 1.792 -6.224 1.225 -0.09 -0.11 0.20
H 0.384 -5.785 1.621 0.16 -0.46 0.08
O 5.445 2.543 2.605 -0.10 -0.56 -0.01
H 5.203 1.786 2.051 0.07 0.38 0.00
H 5.555 2.161 3.488 0.07 0.29 0.04
O -2.697 3.637 3.309 -0.29 -0.31 -0.36
H -3.528 4.085 3.091 0.32 0.04 0.11
H -2.728 2.821 2.787 0.02 0.32 0.32
O -5.449 3.101 -2.228 0.25 -0.22 0.05
H -6.197 2.941 -2.822 0.27 0.21 0.14
H -5.356 4.065 -2.222 -0.36 0.00 -0.10
O 1.998 1.400 5.368 -0.07 0.34 0.26
H 1.098 1.632 5.094 0.02 -0.15 -0.02
H 2.058 1.729 6.278 -0.05 -0.16 -0.17
O -2.679 -5.145 3.398 0.80 0.04 0.09
H -2.004 -5.250 2.711 -0.34 -0.03 -0.13
H -2.289 -4.507 4.014 -0.39 -0.22 0.24
O 1.663 -0.780 7.557 0.00 -0.02 -0.31
H 1.994 -0.519 6.684 -0.03 0.11 0.02
H 0.959 -1.415 7.360 0.17 0.00 0.26
O 7.116 0.631 -1.928 -0.18 0.35 0.24
H 7.805 1.313 -1.923 0.06 -0.15 -0.24
H 6.465 0.952 -1.286 0.14 -0.21 -0.17
O 1.088 -3.555 7.615 0.18 -0.29 0.01
H 0.961 -4.276 8.251 0.02 0.27 -0.14
H 2.035 -3.358 7.671 -0.21 0.02 0.26
O -4.746 -1.166 -3.029 0.41 0.30 -0.05
H -4.734 -0.209 -2.879 -0.12 -0.23 0.35
H -3.809 -1.411 -3.055 -0.09 0.09 -0.02
O -3.502 4.049 -4.452 0.10 -0.17 0.22
H -3.744 3.291 -5.006 0.03 0.22 0.10
H -3.392 3.666 -3.569 -0.17 0.01 -0.33
O 4.145 -4.852 0.278 -0.31 0.21 0.29
H 3.245 -4.620 0.004 0.10 0.09 -0.03
H 4.205 -4.523 1.188 0.01 -0.18 -0.28
O -3.011 5.693 -0.928 0.20 -0.22 -0.11
H -2.364 6.383 -1.137 -0.52 -0.10 0.09
H -2.753 4.951 -1.495 0.05 0.16 0.44
O 7.710 0.187 -4.944 -0.52 -0.07 -0.25
H 7.571 1.090 -5.268 0.04 -0.27 0.17
H 7.342 0.202 -4.047 0.19 0.07 0.01
O -1.843 -7.576 2.023 -0.35 -0.13 0.13
H -2.162 -7.431 2.926 0.12 -0.12 -0.16
H -1.904 -8.536 1.905 0.16 0.35 0.00
O -4.883 0.563 -5.464 -0.22 0.15 0.25
H -4.699 0.039 -4.670 -0.08 -0.16 -0.54
H -5.810 0.365 -5.665 0.32 0.07 -0.06
O -2.808 7.428 -3.194 0.03 -0.09 -0.42
H -3.639 7.877 -3.412 0.32 -0.10 0.18
H -2.838 6.612 -3.716 -0.11 0.14 -0.01
O -0.619 -4.070 -3.627 -0.08 0.09 -0.26
H -0.289 -3.809 -4.500 0.00 0.02 0.13
H -1.324 -4.705 -3.824 0.13 0.23 0.22
O 9.259 2.043 -3.905 0.58 0.40 -0.21
H 9.906 2.733 -4.114 -0.21 -0.13 0.22
H 9.517 1.301 -4.472 -0.23 -0.02 0.26
O -3.300 -3.965 5.756 -0.25 -0.09 0.35
H -3.116 -4.489 6.550 0.00 0.20 -0.21
H -4.227 -4.163 5.555 0.31 0.02 0.04
O -1.131 -7.839 5.388 0.15 0.44 -0.04
H -0.172 -7.793 5.524 -0.29 -0.10 -0.11
H -1.376 -6.934 5.145 0.05 -0.24 0.07
O 3.650 -2.071 9.826 -0.25 0.29 0.02
H 3.221 -2.045 10.694 0.05 -0.21 -0.24
H 3.195 -1.381 9.320 0.05 -0.17 0.00
O 0.124 6.009 -2.043 -0.31 -0.27 -0.03
H -0.707 6.457 -2.261 0.28 -0.01 -0.07
H 0.093 5.193 -2.565 0.07 0.30 -0.15
O -6.327 5.418 -5.015 -0.23 0.39 0.07
H -6.315 6.375 -4.865 -0.02 -0.42 0.08
H -5.390 5.173 -5.041 -0.09 -0.03 -0.11
O 1.250 -2.124 -5.752 -0.18 -0.04 0.05
H 2.011 -1.604 -6.051 -0.09 -0.32 0.08
H 1.610 -2.681 -5.046 0.22 0.30 -0.04
O 3.978 -1.031 -5.928 0.38 0.40 0.25
H 3.990 -0.073 -5.779 -0.01 -0.28 -0.11
H 4.915 -1.276 -5.954 -0.24 0.00 -0.12
O -4.695 5.313 -7.082 0.09 -0.22 -0.68
H -5.526 5.761 -7.299 0.21 -0.22 0.20
H -4.726 4.497 -7.604 0.07 0.32 0.09
O 4.961 2.267 5.641 -0.34 0.17 0.26
H 4.061 2.499 5.366 0.15 -0.16 -0.07
H 5.020 2.596 6.550 0.19 -0.12 -0.34
O 1.625 3.007 -2.052 -0.03 0.20 0.46
H 2.314 3.688 -2.047 -0.16 -0.10 -0.11
H 0.974 3.327 -1.410 0.15 -0.06 -0.10
O 1.020 -2.951 11.357 -0.31 0.33 0.12
H 0.591 -2.925 12.225 0.18 -0.06 -0.24
H 0.566 -2.261 10.851 0.16 -0.23 0.09
O 0.753 3.346 -4.700 -0.23 -0.49 -0.09
H 0.511 2.589 -5.253 0.06 0.37 0.07
H 0.863 2.964 -3.816 0.19 0.14 -0.06
O 2.980 -1.569 4.605 0.19 -0.21 0.17
H 2.853 -2.289 5.241 0.03 0.14 -0.26
H 3.927 -1.371 4.661 -0.22 0.03 0.00
O -3.717 -4.178 -2.376 -0.07 0.41 0.25
H -4.145 -4.152 -1.508 -0.03 -0.07 -0.23
H -4.171 -3.487 -2.882 -0.03 -0.37 0.11
O 6.036 -0.824 2.033 0.39 -0.26 -0.08
H 6.602 -0.127 1.668 -0.10 -0.21 0.17
H 6.013 -1.495 1.335 0.08 0.15 0.22
O 0.760 8.528 -3.752 -0.28 -0.17 0.21
H 0.944 8.004 -2.958 -0.02 0.06 -0.30
H -0.167 8.329 -3.954 0.28 0.12 0.03
O -6.705 5.856 -2.384 -0.19 0.34 0.68
H -7.605 6.088 -2.658 0.31 -0.23 -0.06
H -6.645 6.185 -1.474 0.01 -0.03 -0.20
O -2.650 0.475 -7.571 0.16 0.53 0.27
H -1.961 1.156 -7.565 -0.19 -0.30 -0.13
H -3.301 0.795 -6.928 -0.05 -0.28 -0.10
```
Positions in Å, forces in eV/Å.

- HOMO energy (eV) = -12.1415
- spin multiplicity = 1
- gap between HOMO and LUMO (eV) = 9.1
- E_tot (Eh) = -3728.12301
- charge = +1

---

DFT (ωB97M-V/def2-TZVPD) results for a molecular structure, C2H10AgF6NO9S2 in a non-equilibrium geometry.

XYZ file:
```
31
Properties=species:S:1:pos:R:3:forces:R:3
Ag -1.183 0.042 -0.399 0.85 -0.28 -0.55
C 1.918 -2.447 1.131 0.50 -0.39 0.13
F 0.922 -3.270 0.789 -0.71 0.23 -0.51
F 1.691 -2.030 2.355 -0.22 0.64 0.15
F 3.012 -3.172 1.129 0.50 0.16 -0.28
S 2.159 -1.043 -0.135 0.65 -1.07 -2.51
O 3.523 -0.614 0.008 -1.43 0.24 0.72
O 1.839 -1.539 -1.452 -0.84 -0.19 1.12
N 0.916 0.071 0.252 1.10 -2.61 -1.06
S 1.560 1.205 1.102 -0.07 3.65 4.48
O 0.448 1.947 1.677 0.02 -0.25 -0.95
O 2.512 0.777 2.094 -0.24 -0.03 -1.42
C 2.388 2.406 -0.128 -0.69 -0.21 -0.65
F 1.600 3.478 -0.270 0.39 -0.32 0.33
F 3.600 2.766 0.212 -0.32 -0.22 0.12
F 2.398 1.779 -1.321 0.29 0.17 0.19
O -1.636 -2.334 -0.409 -0.09 -0.27 -0.10
H -0.866 -2.816 -0.097 0.25 -0.21 0.08
H -2.116 -2.967 -0.957 -0.03 0.11 0.01
O -1.821 0.019 1.660 0.53 0.05 1.32
H -1.003 0.122 2.185 -0.24 0.24 -0.13
H -2.534 -0.016 2.312 -0.07 -0.10 -0.28
O -1.712 2.298 -0.438 -0.44 0.70 0.35
H -1.919 3.136 -0.872 0.14 -0.16 -0.14
H -1.943 2.438 0.491 0.28 0.17 -0.09
O -0.814 0.178 -2.566 -0.25 -0.06 -0.67
H -1.367 -0.383 -3.126 0.15 -0.01 0.09
H -0.090 0.477 -3.136 0.16 -0.03 0.41
O -3.438 -0.126 -0.710 -0.49 -0.04 -0.10
H -4.047 -0.209 -1.456 0.23 0.10 -0.04
H -3.996 -0.170 0.076 0.12 -0.04 -0.03
```
Positions in Å, forces in eV/Å.

- HOMO energy (spin up / spin down) (eV) = -13.9713 / -13.9185
- spin multiplicity = 2
- energy above the lowest of the compared OMol25 structures with the same formula, charge and spin (kcal per mole) = 11.1
- gap between HOMO and LUMO (spin up / spin down) (eV) = 10.3 / 6.3
- expectation value of S² = 0.752
- E_tot (Eh) = -2356.30675
- charge = +1

---

DFT (ωB97M-V/def2-TZVPD) results for a single C2H10BNOSi molecule in a non-equilibrium geometry.

XYZ file:
```
16
Properties=species:S:1:pos:R:3:forces:R:3
C 1.069 -1.204 -0.593 0.68 -0.42 0.37
N 0.855 0.208 -0.321 -0.82 -0.22 -0.23
C 1.496 0.655 0.923 -0.14 -0.05 -0.69
B -0.549 0.644 -0.453 1.47 1.58 -1.22
O -0.783 1.797 -1.268 -0.28 -1.05 1.43
Si -2.135 -0.134 0.410 -0.59 -0.72 0.15
H 2.090 -1.453 -0.267 -0.19 -0.03 -0.09
H 0.399 -1.897 -0.055 -0.03 0.17 -0.05
H 1.041 -1.447 -1.661 -0.22 0.21 0.11
H 1.233 1.707 1.069 0.15 -0.14 0.26
H 2.577 0.574 0.773 -0.10 0.07 0.30
H 1.182 0.041 1.782 0.13 0.24 0.03
H -0.820 1.551 -2.188 0.22 0.15 -0.62
H -3.143 -0.383 -0.651 -0.12 0.08 0.12
H -1.864 -1.438 1.055 -0.01 -0.04 0.09
H -2.647 0.778 1.444 -0.15 0.16 0.05
```
Positions in Å, forces in eV/Å.

- HOMO energy (eV) = -8.5050
- spin multiplicity = 1
- structure (SMILES) = CN(C)B(O)[SiH3]
- gap between HOMO and LUMO (eV) = 9.0
- E_tot (Eh) = -526.52613
- charge = 0

---

DFT (ωB97M-V/def2-TZVPD) results for 2 unconnected molecules or ions with the total composition C2H10BrN4 in a non-equilibrium geometry.

XYZ file:
```
17
Properties=species:S:1:pos:R:3:forces:R:3
C -1.784 1.120 1.399 3.28 4.15 0.03
C 0.703 -0.967 -0.197 -2.09 -0.06 1.41
N 1.934 -1.378 -0.006 1.21 -2.60 -2.61
N 0.029 -0.250 0.717 0.40 0.33 0.97
N 0.521 0.338 -1.737 0.39 2.93 0.77
N -1.281 0.205 0.429 1.04 0.01 -1.00
Br 2.067 0.389 -2.804 -0.43 0.06 0.04
H -1.670 2.288 1.028 -0.13 -2.96 1.06
H -2.768 0.951 1.549 -3.29 -0.46 0.23
H -1.319 1.008 2.406 -0.05 0.16 -0.62
H 0.037 -1.723 -0.597 0.18 0.16 -1.12
H 2.339 -2.041 -0.741 -1.08 1.18 1.59
H 2.646 -0.809 0.332 1.09 1.39 0.99
H 0.457 0.161 1.531 0.25 0.06 -0.08
H 0.179 1.360 -1.514 1.11 -2.47 -0.41
H -0.236 -0.062 -2.222 -0.99 -0.58 -1.29
H -1.858 -0.590 0.428 -0.91 -1.31 0.05
```
Positions in Å, forces in eV/Å.

- HOMO energy (eV) = -12.9542
- spin multiplicity = 1
- energy above the lowest of the compared OMol25 structures with the same formula, charge and spin (kcal per mole) = 19.7
- gap between HOMO and LUMO (eV) = 9.3
- E_tot (Eh) = -2874.88783
- charge = +1

---

DFT (ωB97M-V/def2-TZVPD) results for 2 unconnected molecules or ions with the total composition C2H10FN4O3PS in a non-equilibrium geometry.

XYZ file:
```
22
Properties=species:S:1:pos:R:3:forces:R:3
N -1.279 2.963 -0.805 0.18 0.29 -0.25
N -0.550 1.882 -0.228 -0.70 -0.07 -0.76
S 1.014 2.381 0.380 0.28 0.18 1.19
C -0.499 0.813 -1.093 -0.08 -1.07 -0.28
N -0.247 0.906 -2.431 -0.11 0.41 -0.43
N -0.767 -0.402 -0.559 0.18 1.64 1.37
C 0.482 -1.091 -0.042 0.27 -1.01 -0.31
P 0.092 -2.348 1.250 -0.13 -1.54 -1.05
O -0.276 -3.580 0.558 -0.30 -0.20 -0.36
O 1.393 -2.388 2.071 -2.20 -0.57 1.72
O -1.119 -1.880 2.239 0.76 1.08 -0.44
H -0.867 3.840 -0.498 0.13 0.01 -0.23
H -2.212 2.921 -0.408 0.06 -0.04 0.13
H 1.922 1.519 -0.137 -0.48 -0.08 -0.38
H -1.022 1.106 -3.041 0.06 -0.13 -0.07
H 0.654 0.793 -2.864 0.16 0.12 0.29
H -1.374 -0.212 0.239 0.36 -0.08 0.27
H 0.912 -1.679 -0.853 0.11 -0.01 0.19
H 1.244 -0.406 0.339 -0.03 -0.04 0.09
H 1.259 -1.891 2.890 0.90 0.09 0.09
H -1.929 -1.800 1.721 -0.18 -0.37 0.22
F 3.170 -1.444 1.272 0.79 1.41 -0.99
```
Positions in Å, forces in eV/Å.

- HOMO energy (eV) = -6.7858
- spin multiplicity = 1
- gap between HOMO and LUMO (eV) = 3.8
- E_tot (Eh) = -1366.18197
- charge = 0

---

DFT (ωB97M-V/def2-TZVPD) results for 2 unconnected molecules or ions with the total composition C2H10N in a non-equilibrium geometry.

XYZ file:
```
13
Properties=species:S:1:pos:R:3:forces:R:3
N -2.207 1.791 -1.370 0.18 -0.45 -0.83
H -1.505 2.513 -1.180 -0.68 0.47 0.78
H -3.180 2.075 -1.533 0.32 0.68 0.31
H -1.864 1.480 -2.284 -0.19 -0.87 0.09
H -2.221 1.048 -0.656 0.41 0.15 -0.34
C 1.037 -1.775 1.047 -0.21 -0.69 1.04
C 1.704 -0.482 0.643 0.06 1.12 -0.15
H 1.711 -2.646 0.978 -0.36 0.40 -0.21
H 0.106 -1.974 0.507 0.39 -0.08 -0.37
H 0.703 -1.768 2.088 0.15 0.16 0.08
H 2.185 0.124 1.394 0.04 -0.41 1.25
H 2.598 -0.667 0.027 -0.96 0.33 -0.85
H 0.934 0.282 0.338 0.86 -0.80 -0.80
```
Positions in Å, forces in eV/Å.

- HOMO energy (eV) = -13.9975
- spin multiplicity = 1
- energy above the lowest of the compared OMol25 structures with the same formula, charge and spin (kcal per mole) = 18.3
- gap between HOMO and LUMO (eV) = 9.2
- E_tot (Eh) = -136.65678
- charge = +1